# 1
{
  "formula": "C44H53AsGeN2O5SZr",
  "method": "ωB97M-V/def2-TZVPD",
  "energy_ev": -189178.14016,
  "orbital_gap_ha": 0.2353,
  "elements": ["Zr", "O", "C", "O", "C", "O", "C", "C", "O", "O", "H", "H", "H", "H", "H", "C", "C", "C", "C", "C", "C", "C", "N", "C", "C", "C", "C", "C", "C", "C", "N", "C", "C", "C", "C", "H", "H", "H", "H", "H", "H", "H", "H", "H", "H", "H", "H", "H", "H", "H", "H", "H", "H", "H", "H", "H", "H", "H", "H", "S", "C", "C", "C", "C", "C", "C", "As", "C", "C", "C", "C", "C", "C", "C", "C", "C", "C", "C", "C", "H", "H", "H", "H", "H", "H", "H", "H", "H", "H", "H", "H", "H", "H", "C", "Ge", "C", "C", "C", "H", "H", "H", "H", "H", "H", "H", "H", "H", "H"],
  "positions_angstrom": [[0.289, 0.910, -0.585], [4.109, 3.013, -1.484], [3.182, 2.092, -1.313], [2.007, 2.353, -1.188], [3.694, 0.678, -1.323], [2.701, -0.193, -0.829], [3.143, -1.067, 0.256], [1.381, 0.257, 1.671], [1.356, -0.010, 3.081], [1.280, 1.515, 1.210], [3.688, 3.897, -1.441], [4.617, 0.622, -0.745], [3.929, 0.423, -2.362], [4.224, -1.197, 0.172], [2.666, -2.026, 0.093], [1.712, -2.957, 5.226], [2.160, -3.478, 3.852], [1.538, -4.858, 3.642], [3.688, -3.652, 3.847], [1.742, -2.481, 2.774], [2.329, -1.099, 2.884], [2.752, -0.418, 1.562], [0.306, -0.497, 1.000], [0.396, -1.904, 0.760], [0.902, -2.796, 1.766], [0.161, -2.234, -0.560], [0.174, -3.574, -1.062], [-0.149, -3.865, -2.352], [-0.488, -2.778, -3.205], [-0.443, -1.509, -2.711], [-0.105, -1.184, -1.438], [-0.119, -5.309, -2.848], [-0.963, -6.199, -1.927], [1.337, -5.798, -2.836], [-0.666, -5.442, -4.271], [2.044, -3.634, 6.017], [0.624, -2.883, 5.266], [2.119, -1.967, 5.438], [1.862, -5.530, 4.439], [1.849, -5.297, 2.692], [0.448, -4.812, 3.664], [3.987, -4.394, 4.591], [4.212, -2.725, 4.086], [4.030, -3.994, 2.868], [3.073, -1.044, 3.674], [3.462, 0.374, 1.810], [0.580, -3.828, 1.676], [0.439, -4.363, -0.371], [-0.770, -2.924, -4.235], [-0.689, -0.672, -3.351], [-0.585, -6.199, -0.904], [-0.948, -7.229, -2.289], [-2.000, -5.858, -1.903], [1.749, -5.774, -1.827], [1.961, -5.168, -3.473], [1.394, -6.824, -3.207], [-1.692, -5.077, -4.340], [-0.663, -6.494, -4.563], [-0.056, -4.896, -4.992], [-0.320, 1.758, -3.086], [-1.378, 3.166, -3.138], [-1.947, 3.513, -4.370], [-2.786, 4.605, -4.485], [-3.088, 5.390, -3.377], [-2.532, 5.064, -2.153], [-1.683, 3.966, -2.030], [-0.845, 3.492, -0.364], [0.654, 4.724, -0.269], [0.985, 5.527, -1.353], [2.186, 6.226, -1.363], [3.058, 6.128, -0.284], [2.723, 5.331, 0.806], [1.531, 4.622, 0.810], [-2.103, 4.170, 0.943], [-1.818, 5.227, 1.797], [-2.761, 5.638, 2.730], [-3.988, 4.996, 2.812], [-4.273, 3.936, 1.962], [-3.333, 3.521, 1.033], [-1.723, 2.902, -5.235], [-3.216, 4.845, -5.450], [-3.749, 6.241, -3.468], [-2.758, 5.662, -1.278], [0.316, 5.591, -2.203], [2.439, 6.850, -2.211], [3.991, 6.677, -0.289], [3.401, 5.247, 1.645], [1.309, 3.944, 1.626], [-0.867, 5.739, 1.733], [-2.535, 6.464, 3.392], [-4.720, 5.318, 3.541], [-5.226, 3.427, 2.027], [-3.553, 2.685, 0.376], [-3.306, -0.013, -1.162], [-2.674, -0.663, 0.591], [-2.825, -2.618, 0.624], [-3.944, 0.001, 1.941], [-0.981, 0.199, 1.079], [-4.380, 0.177, -1.108], [-3.132, -0.751, -1.946], [-2.813, 0.913, -1.470], [-3.888, -2.870, 0.600], [-2.391, -3.023, 1.539], [-2.341, -3.087, -0.230], [-4.959, -0.300, 1.676], [-3.915, 1.091, 2.015], [-3.710, -0.409, 2.924], [-1.092, 0.740, 2.015]],
  "mulliken_charge": [-0.301, -0.603, 0.311, 0.465, -0.718, -0.231, -1.533, 0.356, -0.735, 0.015, 0.293, 0.464, 0.358, 0.656, 0.189, -1.670, 1.544, -2.099, -1.673, 0.480, -0.444, 0.010, 0.932, -1.383, -1.185, -0.530, -0.938, 1.069, -1.245, -0.845, 1.018, 2.002, -1.620, -1.604, -2.250, 0.472, 0.357, 0.307, 0.439, 0.368, 0.356, 0.460, 0.331, 0.350, 0.807, 0.983, 0.574, 0.594, 0.478, 0.287, 0.324, 0.469, 0.348, 0.308, 0.342, 0.457, 0.415, 0.462, 0.390, -0.550, 1.259, -0.841, -0.598, -0.878, -0.547, -0.594, 1.920, 0.168, -0.472, -0.728, -0.822, -0.607, -0.303, -0.122, -0.251, -0.714, -0.559, -0.658, -0.530, 0.475, 0.382, 0.411, 0.527, 0.320, 0.400, 0.365, 0.394, 0.461, 0.343, 0.418, 0.378, 0.450, 0.794, -1.227, 0.788, -1.335, -1.180, 0.324, 0.485, 0.386, 0.210, 0.513, 0.321, 0.272, 0.395, 0.151, 0.393, 0.584]
}

***

# 2
{
  "formula": "C4H5NO2",
  "method": "ωB97M-V/def2-TZVPD",
  "smiles": "O=CC(=O)N1CC1",
  "energy_ev": -9812.39532,
  "orbital_gap_ha": 0.3581,
  "elements": ["O", "C", "C", "O", "N", "C", "C", "H", "H", "H", "H", "H"],
  "positions_angstrom": [[-1.709, -1.559, 0.510], [-1.622, -0.535, 1.139], [-0.596, 0.561, 0.841], [-0.363, 1.403, 1.684], [-0.058, 0.529, -0.417], [1.339, 0.689, -0.727], [0.611, -0.581, -1.050], [-2.246, -0.313, 2.026], [2.031, 0.691, 0.115], [1.567, 1.402, -1.514], [0.301, -0.784, -2.073], [0.809, -1.466, -0.447]],
  "mulliken_charge": [-0.441, 0.087, 0.390, -0.536, -0.123, -0.383, -0.295, 0.363, 0.239, 0.238, 0.237, 0.225]
}

***

# 3
{
  "formula": "C40H44BiBrN8O2PS2",
  "method": "ωB97M-V/def2-TZVPD",
  "total_charge": -1,
  "energy_ev": -165053.49984,
  "orbital_gap_ha": 0.2310,
  "elements": ["Bi", "Br", "C", "C", "C", "C", "O", "C", "C", "N", "C", "C", "C", "C", "C", "C", "C", "C", "N", "C", "C", "H", "H", "H", "H", "H", "H", "H", "H", "H", "H", "C", "C", "N", "C", "C", "N", "C", "C", "H", "H", "H", "H", "H", "H", "H", "H", "H", "H", "H", "H", "S", "P", "S", "C", "C", "C", "C", "C", "C", "C", "C", "C", "C", "C", "C", "H", "H", "H", "H", "H", "H", "H", "H", "H", "H", "C", "N", "C", "N", "C", "N", "C", "N", "C", "C", "H", "H", "H", "H", "H", "H", "H", "H", "H", "H", "H", "H", "O"],
  "positions_angstrom": [[0.171, 0.157, -0.064], [1.506, 0.815, 7.403], [0.983, 0.165, 5.691], [-0.333, -0.245, 5.476], [-0.716, -0.723, 4.245], [0.189, -0.801, 3.147], [-0.165, -1.273, 2.010], [1.517, -0.348, 3.400], [2.524, -0.374, 2.360], [2.322, 0.011, 1.160], [3.373, -0.170, 0.218], [4.631, 0.276, 0.509], [5.714, 0.076, -0.374], [5.522, -0.581, -1.550], [4.226, -1.043, -1.895], [3.987, -1.742, -3.105], [2.734, -2.181, -3.398], [1.699, -1.904, -2.481], [1.882, -1.244, -1.375], [3.135, -0.817, -1.038], [1.899, 0.099, 4.670], [-1.052, -0.192, 6.284], [-1.734, -1.053, 4.079], [3.517, -0.739, 2.649], [4.789, 0.810, 1.438], [6.695, 0.446, -0.106], [6.341, -0.757, -2.236], [4.814, -1.920, -3.782], [2.511, -2.714, -4.312], [0.683, -2.202, -2.714], [2.921, 0.420, 4.838], [0.847, 2.942, 1.965], [0.605, 4.303, 2.669], [-0.730, 4.817, 2.356], [-0.831, 4.965, 0.900], [-0.598, 3.607, 0.188], [-0.340, 2.564, 1.192], [-1.495, 2.475, 2.096], [-1.727, 3.841, 2.795], [1.049, 2.158, 2.701], [1.684, 2.969, 1.263], [1.340, 5.045, 2.350], [0.694, 4.201, 3.754], [-0.094, 5.706, 0.581], [-1.819, 5.365, 0.659], [0.259, 3.611, -0.488], [-1.466, 3.313, -0.401], [-1.304, 1.688, 2.831], [-2.365, 2.175, 1.507], [-1.659, 3.738, 3.880], [-2.720, 4.235, 2.566], [-3.410, 0.429, -4.820], [-2.243, 1.834, -4.044], [-1.231, 1.459, -2.372], [-0.996, 2.376, -5.273], [-1.419, 2.787, -6.536], [-0.496, 3.208, -7.478], [0.859, 3.220, -7.166], [1.283, 2.808, -5.912], [0.360, 2.388, -4.960], [-3.187, 3.376, -3.762], [-4.535, 3.470, -4.078], [-5.223, 4.658, -3.850], [-4.566, 5.752, -3.311], [-3.215, 5.662, -2.993], [-2.529, 4.480, -3.217], [-2.475, 2.758, -6.778], [-0.830, 3.523, -8.459], [1.582, 3.547, -7.905], [2.338, 2.813, -5.665], [0.682, 2.069, -3.974], [-5.031, 2.601, -4.493], [-6.277, 4.723, -4.093], [-5.104, 6.676, -3.132], [-2.698, 6.513, -2.566], [-1.479, 4.396, -2.961], [-2.304, -1.837, -2.234], [-3.293, -2.880, -2.510], [-4.358, -2.757, -1.518], [-3.857, -2.908, -0.146], [-2.834, -1.885, 0.090], [-1.731, -1.973, -0.876], [-1.145, -3.310, -0.755], [-2.116, -4.378, -1.008], [-2.661, -4.182, -2.353], [-3.213, -4.220, -0.047], [-2.770, -0.859, -2.340], [-1.504, -1.886, -2.977], [-5.114, -3.524, -1.704], [-4.828, -1.778, -1.627], [-2.424, -1.997, 1.096], [-3.287, -0.894, 0.008], [-0.751, -3.422, 0.259], [-0.313, -3.420, -1.455], [-3.395, -4.967, -2.555], [-1.853, -4.276, -3.083], [-2.820, -4.349, 0.964], [-3.958, -4.998, -0.229], [1.478, 1.473, -0.921]],
  "mulliken_charge": [2.334, -0.252, -0.360, -0.516, -0.706, 0.359, -0.625, -0.381, -0.337, 0.624, -0.433, -0.390, -0.990, -0.883, 0.876, -0.705, -1.410, 0.145, 0.156, 0.330, -0.122, 0.432, 0.466, 0.577, 0.599, 0.385, 0.375, 0.394, 0.460, 0.306, 0.504, -0.077, -0.878, -0.223, -0.907, -0.998, 1.172, -0.251, -0.826, -0.595, 0.571, 0.273, 0.407, 0.298, 0.340, 0.512, 0.229, -0.197, 0.492, 0.345, 0.290, -0.535, 0.794, -0.743, 0.262, -0.533, -0.633, -0.339, -0.754, -0.257, 0.071, -0.312, -0.562, -0.399, -0.656, -0.378, 0.350, 0.360, 0.350, 0.422, 0.444, 0.351, 0.373, 0.361, 0.406, 0.392, -0.851, 0.235, -0.718, 0.075, -0.762, 1.468, -0.624, 0.047, -0.721, -0.641, 0.239, -0.142, 0.359, 0.321, 0.089, 0.223, 0.008, 0.171, 0.318, 0.339, 0.359, 0.344, -1.159]
}

***

# 4
{
  "formula": "C4H10O2",
  "method": "ωB97M-V/def2-TZVPD",
  "smiles": "C/C=C(/C)O.O",
  "energy_ev": -8404.14111,
  "orbital_gap_ha": 0.3557,
  "elements": ["C", "C", "C", "O", "C", "H", "H", "H", "H", "H", "H", "H", "H", "H", "H", "O"],
  "positions_angstrom": [[0.014, 0.060, -1.942], [0.528, -0.658, -0.674], [0.523, -0.162, 0.557], [0.237, 1.142, 0.868], [1.004, -0.952, 1.755], [-0.071, -0.645, -2.758], [-1.007, 0.395, -1.753], [0.570, 0.992, -2.032], [0.865, -1.660, -0.894], [0.728, 1.824, 0.370], [0.416, -0.605, 2.606], [0.810, -2.015, 1.616], [2.079, -0.850, 1.907], [-2.207, 0.295, 0.235], [-1.871, 1.676, -0.090], [-2.618, 1.164, 0.229]],
  "mulliken_charge": [-0.892, -0.232, 0.428, -0.548, -1.206, 0.338, 0.203, 0.262, 0.321, 0.362, 0.336, 0.341, 0.269, 0.309, 0.322, -0.615]
}

***

# 5
{
  "formula": "C4H8N3O2",
  "method": "ωB97M-V/def2-TZVPD",
  "smiles": "C1[C@H]2C[C@@]3(NO2)O[NH2+]N13",
  "total_charge": 1,
  "energy_ev": -12829.52944,
  "orbital_gap_ha": 0.3511,
  "elements": ["C", "C", "C", "C", "N", "N", "N", "O", "O", "H", "H", "H", "H", "H", "H", "H", "H"],
  "positions_angstrom": [[0.472, 0.061, 1.233], [0.434, 1.096, -0.901], [1.424, 0.394, 0.082], [-0.317, -0.813, 0.235], [0.620, -1.773, -0.257], [-0.572, 0.067, -0.926], [-2.045, 0.076, -0.394], [1.762, -0.895, -0.417], [-1.720, -1.010, 0.425], [0.932, -0.524, 2.027], [-0.067, 0.905, 1.650], [0.118, 2.064, -0.507], [0.820, 1.217, -1.913], [2.347, 0.929, 0.275], [0.880, -2.511, 0.396], [-2.384, 0.897, 0.140], [-2.704, -0.179, -1.148]],
  "mulliken_charge": [-0.718, -0.528, -0.021, 0.561, -0.337, -0.294, 0.197, -0.288, -0.341, 0.301, 0.271, 0.343, 0.319, 0.505, 0.299, 0.378, 0.354]
}